Below is a structure of composition C15H20BrOTl at a distorted geometry, with properties calculated with ωB97M-V/def2-TZVPD.

Structure (XYZ):
```
38
Properties=species:S:1:pos:R:3:forces:R:3:nbo_charge:R:1
Tl 0.07157 1.78947 3.97167 0.53 -0.76 -0.26 0.7549
C 0.18957 -2.10679 2.60455 -0.55 -0.06 -0.28 -0.3780
C -1.13331 -1.78792 2.18569 0.27 -1.48 -0.18 -0.3450
C -1.26545 -2.15395 0.81905 0.01 0.07 0.38 -0.4104
H -1.92808 -1.44327 2.83291 0.07 -0.07 -0.09 0.1725
C -0.01851 -2.67165 0.38111 0.21 -0.11 0.75 -0.3568
C 0.87098 -2.65203 1.49235 -0.27 -0.29 -0.39 -0.3292
H 1.90938 -2.99205 1.47912 -0.38 0.27 -0.02 0.1819
H 0.59132 -1.95681 3.61264 -0.07 -0.05 -0.36 0.1692
H -2.17128 -2.05463 0.20859 0.25 -0.02 0.18 0.1553
H 0.21393 -3.02410 -0.62363 0.02 0.14 0.18 0.1715
C 2.77183 1.12292 1.22475 -0.12 -0.05 -0.09 -0.3885
C 3.27438 -0.20673 1.29253 0.09 0.12 -0.29 -0.3514
C 3.01765 -0.83167 0.05062 0.31 0.28 -0.33 -0.3224
H 3.77816 -0.66997 2.15165 -0.34 0.21 -0.35 0.1744
C 2.36705 0.10017 -0.80340 0.30 0.38 0.97 -0.3715
C 2.20007 1.31138 -0.06441 0.17 -0.46 -0.22 -0.3763
H 1.72729 2.21873 -0.44367 0.10 -0.13 0.16 0.1698
H 2.83617 1.88500 2.01454 0.00 -0.30 -0.31 0.1648
H 3.27403 -1.86378 -0.23083 -0.19 0.53 0.25 0.1772
H 2.06072 -0.07640 -1.82991 -0.03 -0.02 0.08 0.1641
O -1.50594 0.65513 2.27955 -2.31 1.97 -2.40 -0.5582
C -1.49291 0.92253 -2.71624 0.68 -0.67 1.41 0.0358
C -2.43463 1.21845 -1.80939 0.36 -0.07 0.28 -0.4388
C -1.09973 -0.57797 -2.83247 -0.19 0.41 0.03 -0.6589
C -0.46377 1.99891 -3.06897 0.06 -0.17 0.26 -0.6538
C -2.16349 1.07854 1.30983 2.31 -0.74 1.87 0.2929
H -3.00916 0.42408 -1.31858 0.09 0.32 -0.46 0.1895
H -2.41597 2.18681 -1.29370 -0.44 -0.14 -0.62 0.1854
H -1.96763 2.11191 0.92909 -0.29 -0.65 0.18 0.1410
H -2.87186 0.41859 0.75527 0.33 0.25 0.61 0.1321
H -0.98494 -0.95655 -3.86947 0.04 0.26 0.48 0.1850
H -1.84825 -1.20317 -2.28571 0.59 0.48 -0.54 0.2223
H -0.13374 -0.69460 -2.26920 -0.77 0.06 -0.54 0.2716
H -0.45305 2.30989 -4.13546 -0.02 -0.26 0.54 0.1924
H 0.53522 1.59826 -2.78874 -0.47 0.30 -0.30 0.2466
H -0.64170 2.88825 -2.41834 0.10 -0.53 -0.66 0.2110
Br -1.68594 3.68503 3.20660 -0.45 1.01 0.05 -0.8219
```
Forces are in eV/Å.

Properties
Total energy ... -3405.1550 Ha
Max |F| ... 3.87 eV/A
Total charge ... -2
Gap between HOMO and LUMO ... 0.14503 hartree
HOMO ... 0.0183 Ha



Below is an isolated molecule of C15H20Cl2N2O3S at a distorted geometry, with properties calculated with ωB97M-V/def2-TZVPD.

Structure (XYZ):
```
43
Properties=species:S:1:pos:R:3:forces:R:3:nbo_charge:R:1
C 0.98485 -3.33454 -0.03240 0.15 0.64 -0.28 -0.8752
S 1.40992 -1.98252 -1.15445 0.45 -0.40 -0.11 2.3123
O 2.60372 -2.35201 -1.85442 0.13 -0.08 0.22 -0.9336
O 0.24563 -1.64193 -1.92020 -0.31 0.12 0.24 -0.9496
N 1.76437 -0.61829 -0.22847 -0.52 -0.65 -0.81 -0.6815
C 0.75047 0.41144 -0.26416 -0.48 -0.10 -0.09 -0.3129
C -0.53714 -0.21905 0.26975 -0.02 0.27 0.32 0.7054
O -0.46647 -1.09880 1.11644 -0.03 0.00 0.24 -0.6742
N -1.70873 0.23293 -0.20351 -0.28 0.06 -0.03 -0.4378
C -1.79728 1.26801 -1.21855 0.05 0.17 -0.47 -0.2072
C -3.18220 1.89670 -1.36583 0.25 0.09 0.22 -0.4104
C -3.74918 2.45716 -0.05942 -0.29 -0.12 -0.15 -0.4045
C -4.54139 1.42496 0.73917 0.27 0.09 0.22 -0.3906
C -3.68136 0.29379 1.29301 -0.21 -0.06 -0.24 -0.4040
C -2.90861 -0.46864 0.21489 -0.07 -0.24 0.45 -0.2284
C 3.08020 -0.40174 0.15848 0.93 0.00 0.36 0.1169
C 3.72170 -1.39873 0.89276 0.06 0.28 0.02 -0.1969
C 5.03735 -1.26517 1.28861 -0.03 0.01 -0.04 -0.1872
C 5.74771 -0.11805 0.98354 -0.10 0.06 -0.09 -0.2267
C 5.12952 0.88224 0.25207 -0.01 -0.15 0.11 -0.0847
Cl 6.01555 2.30296 -0.15098 0.21 0.09 0.04 0.0340
C 3.81382 0.74239 -0.18079 -0.06 -0.09 0.02 -0.0042
Cl 3.14358 1.97890 -1.17610 -0.11 0.06 -0.18 0.0229
H 0.29683 -3.96830 -0.57779 -0.07 -0.07 -0.17 0.2527
H 0.49969 -2.90557 0.83541 -0.03 0.00 0.06 0.2878
H 1.88848 -3.87511 0.21243 0.18 -0.05 -0.01 0.2370
H 0.61920 0.77632 -1.28365 0.00 0.13 0.26 0.2297
H 1.04411 1.22992 0.39718 -0.03 -0.08 -0.09 0.2437
H -1.49431 0.84811 -2.18705 0.05 0.13 0.04 0.2071
H -1.10131 2.06920 -0.95298 -0.04 -0.04 -0.11 0.1958
H -3.88793 1.18640 -1.79686 -0.02 0.00 -0.09 0.2022
H -3.06877 2.70931 -2.08684 0.01 -0.08 -0.06 0.2212
H -4.41670 3.28878 -0.29524 0.06 0.05 0.03 0.2118
H -2.93620 2.85105 0.55331 0.06 0.12 0.06 0.1974
H -5.32143 1.00429 0.09973 -0.08 0.00 -0.02 0.1918
H -5.03724 1.92696 1.57289 -0.09 -0.02 -0.02 0.2094
H -4.32659 -0.41068 1.82087 0.02 -0.03 0.07 0.2108
H -2.96307 0.68868 2.01372 0.03 -0.05 0.07 0.2071
H -2.57479 -1.42437 0.62502 -0.11 0.13 -0.16 0.2454
H -3.53777 -0.66399 -0.65462 0.00 -0.03 -0.02 0.1938
H 3.15875 -2.27698 1.15633 -0.06 -0.11 0.10 0.2182
H 5.51187 -2.05323 1.85178 0.04 -0.08 0.06 0.2226
H 6.77119 0.00719 1.29695 0.09 0.04 0.02 0.2327
```
Forces are in eV/Å.

Properties
SMILES string ... CS(=O)(=O)N(CC(=O)N1CCCCCC1)c1cccc(Cl)c1Cl
Total energy ... -2237.3910 Ha
Max |F| ... 1.16 eV/A
Gap between HOMO and LUMO ... 0.35215 hartree
HOMO ... -0.3296 Ha